[1]
{"formula": "C5H9ClFN", "method": "ωB97M-V with the def2-TZVPD basis set", "species": ["C", "C", "C", "C", "C", "H", "H", "H", "H", "H", "H", "H", "H", "H", "N", "F", "Cl"], "xyz": [[-0.78917, 1.58145, 0.39635], [0.01267, 0.26686, 0.61081], [-0.42281, -1.13901, 0.20300], [0.62739, -0.53295, -0.47236], [2.06063, -1.08327, -0.31391], [-2.28343, 1.00326, -1.14110], [-2.56826, 0.57324, 0.34405], [-0.19323, 2.12566, -0.36483], [-0.76592, 2.38273, 1.26406], [0.58547, 0.45174, 1.58134], [-1.26606, -1.29458, -0.58375], [-0.18319, -2.03660, 0.88996], [2.95901, -0.40829, -0.70739], [1.90138, -2.11666, -0.78507], [-2.17787, 1.26598, -0.09723], [2.36780, -1.17887, 1.08243], [0.13559, 0.13931, -1.90634]], "lowdin_charge": [-0.245, -0.264, -0.148, -0.951, -0.125, 0.089, -0.035, 0.077, 0.138, 0.155, 0.127, 0.149, 0.160, 0.139, -0.012, -0.088, 0.833], "relative_energy_ev": 3.235, "homo_ha": -0.333, "charge": 0, "lumo_ha": 0.02988, "smiles": "NC[C@H]1C[C@]1(Cl)CF", "e_tot_ev": -22057.700}

[2]
{"formula": "C33H48BrCl29F2N2O4S", "method": "ωB97M-V with the def2-TZVPD basis set", "species": ["C", "C", "C", "C", "C", "C", "C", "C", "C", "C", "C", "C", "C", "C", "O", "C", "C", "F", "C", "C", "S", "O", "O", "F", "C", "Cl", "Br", "N", "C", "C", "C", "N", "C", "C", "C", "C", "O", "H", "H", "H", "H", "H", "H", "H", "H", "H", "H", "H", "H", "H", "H", "H", "H", "H", "H", "H", "H", "H", "H", "H", "H", "H", "H", "H", "H", "H", "H", "H", "H", "H", "H", "H", "H", "H", "H", "H", "H", "H", "H", "H", "H", "H", "H", "H", "H", "C", "Cl", "Cl", "Cl", "Cl", "C", "Cl", "Cl", "Cl", "Cl", "C", "Cl", "Cl", "Cl", "Cl", "C", "Cl", "Cl", "Cl", "Cl", "C", "Cl", "Cl", "Cl", "Cl", "C", "Cl", "Cl", "Cl", "Cl", "C", "Cl", "Cl", "Cl", "Cl"], "xyz": [[3.11163, -0.85111, 2.48453], [2.49476, -1.95134, 1.88167], [1.33837, -1.92733, 0.80265], [0.54250, -0.52180, 0.92082], [-0.09991, -0.22053, 2.34262], [0.04620, 1.38372, 2.59067], [-1.25312, 2.09005, 2.00192], [-1.19951, 2.34657, 0.41198], [0.11468, 3.13129, -0.03744], [-0.15748, 3.67262, -1.53468], [-1.11668, 4.95335, -1.54102], [-2.59280, 4.67531, -2.07488], [-2.65666, 3.97163, -3.51511], [-3.35563, 2.53881, -3.42527], [1.73549, -1.97497, -0.58152], [3.09614, -2.18543, -0.84462], [3.15869, -2.60825, -2.41384], [2.58673, -3.93032, -2.43373], [2.37799, -1.60301, -3.36587], [0.88573, -2.02714, -3.72479], [4.18005, -0.65909, -0.76394], [3.43540, 0.60348, -0.49860], [4.96368, -0.44265, -2.04420], [5.36269, -0.99160, 0.39633], [0.36473, -3.20450, 1.14853], [1.30920, -4.72767, 0.56258], [0.26803, -3.54653, 3.13887], [-0.89204, -3.24535, 0.46539], [-0.94602, -3.73143, -0.90885], [-2.04273, -2.53897, 0.99341], [-3.46085, -3.27833, 0.69474], [-4.10424, -2.57354, -0.45204], [-4.99921, -1.46532, -0.03000], [-4.99585, -0.39163, -1.24619], [-4.73540, -3.49029, -1.40929], [-4.33159, -3.27822, -2.95198], [-5.52131, -4.37472, -1.03038], [3.67174, -0.96265, 3.46112], [3.12544, 0.19400, 2.02139], [2.92461, -2.97581, 2.15420], [1.19123, 0.36334, 0.64045], [-0.25815, -0.58837, 0.09909], [0.46093, -0.69027, 3.22249], [-1.22564, -0.40530, 2.40720], [0.03971, 1.52367, 3.72226], [1.03001, 1.79872, 2.21619], [-1.46673, 3.10581, 2.49146], [-2.21291, 1.48155, 2.17570], [-2.10696, 3.01065, 0.17875], [-1.35097, 1.39534, -0.19507], [1.02908, 2.45226, -0.09074], [0.24740, 3.99107, 0.70811], [-0.63062, 2.79971, -2.09382], [0.86025, 3.93452, -1.96285], [-0.64437, 5.75085, -2.20760], [-1.20596, 5.39080, -0.49757], [-3.23640, 4.08269, -1.34809], [-3.09881, 5.69720, -2.20194], [-3.29387, 4.61721, -4.20386], [-1.63418, 3.88687, -3.99885], [-3.68683, 2.17318, -4.45972], [-4.27930, 2.58588, -2.76381], [-2.61453, 1.78900, -3.00736], [3.56527, -3.09216, -0.32045], [4.23900, -2.76606, -2.75408], [2.35453, -0.53608, -2.96108], [2.95154, -1.53542, -4.35482], [0.21259, -1.61158, -2.89285], [0.71540, -3.13894, -3.84079], [0.49317, -1.54164, -4.68651], [-1.07672, -4.87401, -0.88562], [-0.04927, -3.53780, -1.56923], [-1.85443, -3.35487, -1.50083], [-2.13921, -1.52626, 0.44842], [-2.06557, -2.29671, 2.09537], [-3.31663, -4.36395, 0.40852], [-4.10369, -3.21389, 1.64352], [-6.07904, -1.79313, 0.09880], [-4.59885, -0.87706, 0.86733], [-5.46229, -0.86355, -2.18186], [-3.91461, -0.15791, -1.54659], [-5.58713, 0.54386, -1.00793], [-3.93591, -4.23937, -3.39888], [-5.17466, -2.80201, -3.54966], [-3.46745, -2.52529, -2.99037], [-5.29538, -6.05847, 3.34322], [-6.36635, -4.93539, 4.20722], [-5.67154, -7.72542, 3.82744], [-5.53652, -5.87867, 1.59520], [-3.60446, -5.69194, 3.74711], [7.46651, 2.06821, -2.81991], [6.55922, 3.29924, -3.72357], [7.40041, 0.52210, -3.69446], [9.15832, 2.58294, -2.65295], [6.74948, 1.86686, -1.21065], [12.28415, 2.32766, -0.13809], [11.89825, 3.33705, -1.54703], [13.02293, 0.80837, -0.68373], [13.42011, 3.19358, 0.91640], [10.79476, 1.97275, 0.76007], [-0.81212, 3.18432, 6.62755], [-1.91276, 2.81967, 5.28214], [-1.47885, 2.51407, 8.13100], [0.77778, 2.45967, 6.30593], [-0.63883, 4.94486, 6.78804], [0.88381, -7.37940, -2.50856], [0.02838, -6.15925, -3.47595], [0.75598, -8.96065, -3.30664], [2.59284, -6.93549, -2.36095], [0.15711, -7.47584, -0.89274], [2.48270, 2.43291, 9.90376], [1.59044, 3.65849, 8.98029], [2.41752, 0.87923, 9.04569], [4.17497, 2.94031, 10.08037], [1.74835, 2.25168, 11.51010], [-4.25993, 8.64288, -3.52654], [-2.82068, 7.93852, -4.29185], [-5.23179, 7.35026, -2.79368], [-3.75931, 9.79190, -2.26925], [-5.22743, 9.48922, -4.75101]], "lowdin_charge": [0.029, -0.194, -0.418, -0.100, -0.184, -0.198, -0.229, -0.205, -0.197, -0.195, -0.202, -0.227, -0.254, -0.135, -0.105, -0.291, -0.223, -0.109, -0.165, -0.106, 0.828, -0.303, -0.394, -0.227, -0.874, 0.598, 0.732, -0.244, -0.120, -0.180, -0.159, -0.157, -0.202, -0.096, -0.391, -0.014, 0.023, 0.086, 0.079, 0.099, 0.089, 0.115, 0.080, 0.091, 0.038, 0.105, 0.084, 0.107, 0.101, 0.099, 0.094, 0.122, 0.097, 0.107, 0.108, 0.108, 0.095, 0.043, 0.089, 0.107, 0.077, 0.070, 0.057, 0.157, 0.157, 0.118, 0.125, 0.073, 0.051, 0.085, 0.052, 0.054, 0.095, 0.118, 0.089, 0.108, 0.108, 0.127, 0.129, 0.066, 0.071, 0.073, 0.087, 0.086, 0.074, -2.023, 0.512, 0.517, 0.563, 0.509, -1.999, 0.520, 0.538, 0.475, 0.555, -2.023, 0.482, 0.518, 0.518, 0.514, -2.004, 0.563, 0.515, 0.490, 0.519, -2.010, 0.537, 0.522, 0.541, 0.514, -2.009, 0.474, 0.508, 0.522, 0.521, -2.026, 0.523, 0.528, 0.517, 0.518], "relative_energy_ev": 4.225, "homo_ha": -0.323, "charge": 0, "lumo_ha": -0.00075, "smiles": "C=C[C@@](CCCCCCCCCCC)(O[C@@H]([C@@H](F)CC)S(=O)(=O)F)[C@@](Cl)(Br)N(C)CCN(CC)C(C)=O.ClC(Cl)(Cl)Cl.ClC(Cl)(Cl)Cl.ClC(Cl)(Cl)Cl.ClC(Cl)(Cl)Cl.ClC(Cl)(Cl)Cl.ClC(Cl)(Cl)Cl.ClC(Cl)(Cl)Cl", "e_tot_ev": -495623.017}

[3]
{"formula": "C5H7NO", "method": "ωB97M-V with the def2-TZVPD basis set", "species": ["C", "N", "C", "C", "C", "C", "O", "H", "H", "H", "H", "H", "H", "H"], "xyz": [[0.20151, -0.70020, 1.69865], [0.75881, -1.45533, 0.56916], [0.26970, -0.11410, 0.34759], [-0.89555, 0.27812, -0.59513], [-0.01426, 1.46160, -0.96019], [1.01679, 1.05835, -0.20650], [-1.15367, -0.64157, -1.63151], [-0.77899, -0.97056, 2.08850], [0.92729, -0.41182, 2.45660], [0.07431, -2.11632, 0.20334], [-1.86058, 0.48248, -0.11973], [-0.18330, 2.31265, -1.61248], [-0.37868, -0.62515, -2.21115], [2.01662, 1.44185, -0.02715]], "lowdin_charge": [-0.099, 0.065, -0.427, -0.303, -0.006, 0.028, -0.020, 0.107, 0.101, 0.095, 0.148, 0.103, 0.102, 0.107], "relative_energy_ev": 2.984, "homo_ha": -0.345, "charge": 0, "lumo_ha": 0.03716, "smiles": "O[C@@H]1C=C[C@@]12CN2", "e_tot_ev": -8833.219}

[4]
{"formula": "C41H49N5O3TeZn", "method": "ωB97M-V with the def2-TZVPD basis set", "species": ["Zn", "O", "C", "O", "C", "C", "C", "C", "C", "C", "C", "C", "C", "N", "H", "H", "H", "H", "H", "H", "N", "C", "C", "C", "N", "C", "C", "N", "C", "H", "H", "H", "H", "H", "H", "H", "H", "H", "H", "H", "H", "H", "H", "H", "H", "C", "C", "C", "C", "C", "C", "Te", "N", "C", "O", "C", "C", "C", "C", "C", "C", "C", "C", "C", "C", "C", "C", "C", "C", "C", "C", "C", "C", "H", "H", "H", "H", "H", "H", "H", "H", "H", "H", "H", "H", "H", "H", "H", "H", "H", "H", "H", "H", "H", "H", "H", "H", "H", "H", "H"], "xyz": [[-2.90686, 0.24976, 0.52850], [-6.48836, -1.17394, -0.02210], [-5.54456, -0.49144, 0.31550], [-4.31776, -1.10704, 0.59680], [-5.49626, 0.94316, 0.40800], [-6.64226, 1.72586, 0.17250], [-6.54726, 3.08456, 0.08790], [-5.27646, 3.71306, 0.24090], [-5.08356, 5.09246, 0.11410], [-3.83296, 5.65246, 0.27870], [-2.74226, 4.84496, 0.58750], [-2.90676, 3.48196, 0.70860], [-4.15726, 2.89006, 0.53140], [-4.27016, 1.53606, 0.61620], [-7.58296, 1.21146, 0.04930], [-7.41276, 3.69856, -0.10380], [-5.93486, 5.72016, -0.10490], [-3.69796, 6.71906, 0.18730], [-1.76856, 5.28446, 0.73850], [-2.07116, 2.82886, 0.94900], [-3.74586, -3.33914, -0.54500], [-2.45646, -3.95944, -0.21520], [-1.86226, -3.33504, 1.05420], [-1.04516, -2.03434, 0.88750], [-1.64586, -0.96404, 1.72180], [-0.74686, -1.50804, -0.56770], [-1.17436, -2.40674, -1.77010], [-2.35886, -1.92774, -2.48580], [-1.41456, -3.85464, -1.33140], [-4.48406, -4.02494, -0.63840], [-3.65586, -2.82874, -1.42320], [-4.27486, -2.09404, 0.24980], [-2.62376, -5.02154, 0.00080], [-1.20786, -4.08414, 1.50010], [-2.67816, -3.17314, 1.75950], [-0.05076, -2.24054, 1.30440], [-0.89816, -0.40184, 2.12770], [-2.12956, -1.39634, 2.50640], [0.34654, -1.47494, -0.63900], [-0.53666, 0.42166, -0.13160], [-0.31016, -2.40414, -2.45570], [-2.56106, -2.58024, -3.24120], [-2.15196, -1.04664, -2.94670], [-0.48066, -4.28164, -0.96480], [-1.72406, -4.43554, -2.20270], [7.00864, 0.24376, 5.73740], [6.02664, 0.16776, 4.61190], [5.91474, -0.96354, 3.82330], [4.94604, -1.06734, 2.83540], [4.87424, -2.31664, 2.01630], [4.06854, -0.00784, 2.62700], [2.35214, -0.29714, 1.37230], [-1.23216, -0.10654, -0.66960], [-1.13586, 0.56406, -1.98690], [-0.14196, 0.45416, -2.65330], [-2.31336, 1.40106, -2.27640], [-3.61276, 0.88226, -2.18860], [-4.69376, 1.67026, -2.53610], [-4.50176, 2.98876, -2.91360], [-3.21906, 3.51496, -2.98090], [-2.12436, 2.72296, -2.68880], [3.25834, -0.73354, -0.53160], [3.93834, 0.28826, -1.19560], [4.18284, 1.61846, -0.55590], [4.43284, 0.06026, -2.47120], [4.26814, -1.15654, -3.11340], [4.76674, -1.38254, -4.50720], [3.61254, -2.16484, -2.42650], [3.11314, -1.97754, -1.14330], [2.47424, -3.17614, -0.49830], [4.21244, 1.17246, 3.35170], [3.37254, 2.38666, 3.08990], [5.19034, 1.23796, 4.33200], [7.46854, -0.72344, 5.92020], [6.51324, 0.56996, 6.65010], [7.79304, 0.96376, 5.51080], [6.57634, -1.79914, 3.99710], [5.71974, -2.96564, 2.23080], [4.88864, -2.07094, 0.95520], [3.95574, -2.86504, 2.23410], [-3.77396, -0.16584, -1.97790], [-5.68356, 1.24676, -2.50840], [-5.34786, 3.60026, -3.17980], [-3.06556, 4.54236, -3.27420], [-1.12026, 3.11586, -2.77000], [3.27894, 1.98536, -0.06660], [4.49694, 2.35096, -1.29490], [4.96724, 1.53026, 0.19850], [4.96344, 0.85446, -2.97460], [5.40104, -0.55984, -4.83000], [3.92134, -1.46494, -5.19290], [5.33354, -2.31144, -4.55980], [3.48294, -3.13174, -2.89330], [1.61254, -3.50404, -1.07980], [2.15964, -2.97884, 0.52650], [3.18824, -3.99774, -0.48350], [2.31204, 2.13896, 3.06140], [3.65224, 2.82966, 2.13350], [3.52734, 3.13476, 3.86270], [5.29264, 2.14236, 4.91150]], "lowdin_spin": [0.008, 0.148, 0.096, 0.007, 0.194, 0.000, 0.142, 0.039, 0.021, 0.041, 0.031, 0.034, 0.023, 0.198, -0.003, 0.008, -0.001, 0.002, 0.001, 0.000, 0.000, 0.000, 0.000, 0.000, 0.000, 0.000, 0.000, 0.000, 0.000, 0.000, 0.000, 0.000, 0.000, 0.000, 0.000, 0.000, 0.000, 0.000, 0.000, 0.000, 0.000, 0.000, 0.000, 0.000, 0.000, 0.000, 0.000, 0.000, 0.000, 0.000, 0.000, 0.000, 0.002, 0.000, 0.000, 0.001, 0.002, 0.001, 0.000, 0.002, 0.000, 0.000, 0.000, 0.000, 0.000, 0.000, 0.000, 0.000, 0.000, 0.000, 0.000, 0.000, 0.000, 0.000, 0.000, 0.000, 0.000, 0.000, 0.000, 0.000, 0.000, 0.000, 0.000, 0.000, 0.000, 0.000, 0.000, 0.000, 0.000, 0.000, 0.000, 0.000, 0.000, 0.000, 0.000, 0.000, 0.000, 0.000, 0.000, 0.000], "multiplicity": 2, "relative_energy_ev": 0.313, "homo_ha": [-0.297, -0.375], "charge": 1, "lumo_ha": [-0.09714, -0.09714], "e_tot_ev": -112613.016}